{"formula": "C3H5ClSi", "method": "ωB97M-V with the def2-TZVPD basis set", "homo_energy_ev": -9.39, "elements": ["C", "C", "C", "Si", "Cl", "H", "H", "H", "H", "H"], "coordinates": [[1.34357, -0.01868, -2.70654], [0.93451, 0.19481, -1.59421], [-0.03573, 0.08498, 1.64036], [-1.09340, -0.06381, 0.11288], [-1.09366, -0.75354, 2.72467], [2.10418, 0.06924, -3.45867], [0.36645, 1.08137, 2.02655], [0.95811, -0.40754, 1.59632], [-1.90131, -1.32881, 0.13382], [-1.58273, 1.14198, -0.47518]], "lowdin_charge": [-0.161, -0.211, -0.841, 0.735, 0.511, -0.016, 0.074, 0.040, -0.046, -0.085]}

***

{"formula": "C3H5ClSi", "method": "ωB97M-V with the def2-TZVPD basis set", "homo_energy_ev": -8.82, "elements": ["C", "C", "C", "Si", "Cl", "H", "H", "H", "H", "H"], "coordinates": [[0.24232, 3.25319, -0.83785], [0.24749, 2.11461, -0.39729], [-0.97801, -1.37191, 0.37234], [0.83022, -0.84387, 0.00643], [-0.70888, -3.06273, 0.89938], [0.28325, 4.23042, -1.06037], [-1.73157, -1.45111, -0.32550], [-1.45812, -0.83791, 1.29016], [1.61442, -1.47798, 1.21443], [1.65888, -0.55272, -1.16174]], "lowdin_charge": [-0.182, -0.215, -0.752, 0.828, 0.459, -0.075, -0.017, 0.081, -0.036, -0.091]}

***

{"formula": "C3H5F2N", "method": "ωB97M-V with the def2-TZVPD basis set", "homo_energy_ev": -8.77, "elements": ["C", "C", "C", "N", "F", "F", "H", "H", "H", "H", "H"], "coordinates": [[-0.46475, 1.31656, -1.40021], [0.12642, 0.42501, -2.20866], [1.11606, -0.91679, 0.23360], [-0.10614, -1.35022, 0.40132], [-0.44721, -0.72652, -2.24938], [2.01509, -1.59576, 0.99431], [-1.48290, 1.12255, -0.95412], [-0.08327, 2.31489, -1.18053], [1.04084, 0.51386, -2.74132], [-0.38297, -2.10811, 1.00279], [-0.73196, -0.50964, 0.26919]], "lowdin_charge": [-0.016, -0.298, -0.185, 0.083, 0.025, -0.044, 0.077, 0.055, 0.105, 0.102, 0.094]}

***

{"formula": "C3H5F2N", "method": "ωB97M-V with the def2-TZVPD basis set", "homo_energy_ev": -10.39, "elements": ["C", "C", "C", "H", "H", "H", "H", "H", "N", "F", "F"], "coordinates": [[-1.22657, 0.19364, 0.34482], [0.19533, -0.26957, 0.48983], [1.06199, -0.43313, -0.68723], [-1.68342, 0.37937, 1.34823], [0.29386, -0.96796, 1.32566], [1.79773, -1.24130, -0.74393], [0.78924, -0.10830, -1.63649], [0.78117, 1.40171, -0.15052], [1.32070, 0.65099, 0.32940], [-1.41581, 1.26586, -0.42032], [-1.91422, -0.87130, -0.19945]], "lowdin_charge": [-0.381, -0.282, -0.107, 0.164, 0.146, 0.107, 0.086, 0.092, 0.051, 0.087, 0.038]}

***

{"formula": "C3H5F2N3", "method": "ωB97M-V with the def2-TZVPD basis set", "homo_energy_ev": -9.65, "elements": ["C", "C", "C", "N", "N", "N", "F", "F", "H", "H", "H", "H", "H"], "coordinates": [[-0.21351, -1.30473, 0.55438], [-1.21591, -0.25668, 0.03841], [-0.40572, 0.98526, -0.57415], [0.99749, -1.50343, 0.39073], [1.02627, 0.99745, -0.23476], [1.56732, -0.19649, -0.47438], [1.17995, 1.43633, 1.22510], [2.95586, -0.20951, -0.31172], [-0.78244, -2.17382, 1.02610], [-1.93142, -0.58927, -0.66542], [-1.81741, -0.02055, 0.98155], [-0.58250, 0.89038, -1.71410], [-0.77797, 1.94505, -0.24173]], "lowdin_charge": [-0.217, -0.120, -0.134, 0.171, -0.076, -0.084, -0.117, -0.022, 0.133, 0.084, 0.129, 0.148, 0.105]}

***

{"formula": "C3H5F2NS", "method": "ωB97M-V with the def2-TZVPD basis set", "homo_energy_ev": [-9.03, -9.03], "elements": ["C", "C", "C", "N", "F", "F", "S", "H", "H", "H", "H", "H"], "coordinates": [[0.76108, 0.51058, -0.28420], [-1.20284, -0.20266, 1.04807], [-0.05153, -0.67029, 0.24507], [1.00610, 0.53420, -1.59814], [0.72761, -1.43131, 1.06969], [-0.50956, -1.59969, -0.85870], [1.40292, 1.68213, 0.67674], [-2.07783, -0.93864, 1.07104], [-0.78342, 0.18702, 1.99635], [-1.53727, 0.78913, 0.69352], [0.77017, -0.19319, -2.16477], [1.49456, 1.33273, -1.89466]], "lowdin_charge": [-0.786, -0.028, -0.497, 0.126, 0.065, -0.036, 0.693, 0.126, 0.091, 0.089, 0.073, 0.082]}

***

{"formula": "C3H5F2P", "method": "ωB97M-V with the def2-TZVPD basis set", "homo_energy_ev": [-7.32, -10.08], "multiplicity": 3, "elements": ["C", "C", "C", "F", "F", "P", "H", "H", "H", "H", "H"], "coordinates": [[-1.85855, -0.31951, -0.54825], [-0.57668, -0.01992, -0.93719], [0.71537, -0.13277, -0.25381], [1.20614, 1.82799, 0.35500], [1.74033, -0.38783, -1.10340], [1.23382, -0.72382, 1.51174], [-2.64417, -0.11461, -1.28703], [-2.06544, -0.74766, 0.37512], [-0.33832, 0.22412, -1.92530], [0.30386, 0.17125, 2.17235], [2.28364, 0.22278, 1.64078]], "lowdin_spin": [0.279, 0.006, 0.483, 0.795, 0.096, 0.267, 0.018, 0.021, -0.004, 0.012, 0.027]}

***

{"formula": "C3H5F3O3S3", "method": "ωB97M-V with the def2-TZVPD basis set", "homo_energy_ev": [-6.19, -10.03], "multiplicity": 3, "elements": ["C", "C", "C", "O", "O", "O", "F", "F", "F", "S", "S", "S", "H", "H", "H", "H", "H"], "coordinates": [[-0.60595, -1.87721, -1.63614], [-0.64002, 0.13081, 0.21149], [-0.77707, 0.77213, 1.60569], [1.79600, 2.03145, 0.16199], [0.35233, 1.68559, -1.80880], [1.90415, 0.05064, -1.40039], [-1.91257, 0.47457, 2.29450], [-0.89033, 2.06317, 1.39480], [2.88866, -0.52389, -0.70184], [0.61920, 0.35251, 2.65964], [-0.55211, -1.65104, 0.14734], [1.03254, 1.16163, -0.64870], [-0.66177, -3.00004, -1.74529], [0.37302, -1.37127, -1.98145], [-1.55382, -1.38144, -1.94063], [-1.25449, 0.56969, -0.45205], [-0.11779, 0.51271, 3.83985]], "lowdin_spin": [0.059, 0.469, 0.038, 0.200, 0.103, 0.118, 0.023, 0.002, 0.007, 0.014, 0.577, 0.336, -0.001, 0.017, 0.011, 0.025, 0.001]}

***

{"formula": "C3H5FI2O", "method": "ωB97M-V with the def2-TZVPD basis set", "homo_energy_ev": -9.32, "elements": ["C", "C", "C", "O", "F", "I", "I", "H", "H", "H", "H", "H"], "coordinates": [[-1.21980, -0.64712, -0.10937], [-0.12815, 0.18161, 0.54693], [1.25389, -0.07980, -0.28402], [-0.32378, 1.56677, 0.61707], [0.93801, -0.07726, -1.59816], [2.73955, 1.49274, 0.18273], [2.09884, -2.03146, 0.21451], [-1.68166, -0.20742, -1.04197], [-2.21986, -0.65497, 0.45974], [-0.83466, -1.58234, -0.39393], [-0.14232, -0.03244, 1.68566], [-0.48007, 2.07169, -0.27920]], "lowdin_charge": [-0.087, -0.530, -1.217, -0.165, -0.112, 0.780, 0.775, 0.097, 0.114, 0.020, 0.168, 0.157]}

***

{"formula": "C3H5FN2", "method": "ωB97M-V with the def2-TZVPD basis set", "homo_energy_ev": -9.56, "elements": ["C", "C", "C", "H", "H", "H", "H", "H", "N", "N", "F"], "coordinates": [[-0.84405, -0.21941, -0.02843], [0.54404, -0.74943, 0.17160], [1.50817, 0.12303, -0.15462], [-1.78278, 1.64207, 0.01372], [0.01627, 1.49894, 0.60891], [-1.85351, -1.80209, -0.22813], [0.82539, -1.87583, 0.26066], [1.57954, 1.22284, -0.36647], [-0.78883, 1.20963, -0.04836], [-1.96370, -0.80883, -0.14493], [2.75947, -0.24093, -0.08396]], "lowdin_charge": [-0.524, -0.011, -0.197, 0.135, 0.097, 0.030, 0.153, 0.142, 0.027, 0.111, 0.039]}

***

{"formula": "C3H5FN2", "method": "ωB97M-V with the def2-TZVPD basis set", "homo_energy_ev": -9.25, "elements": ["C", "C", "C", "N", "N", "F", "H", "H", "H", "H", "H"], "coordinates": [[-1.99607, 0.34087, 0.14193], [1.72862, -0.60983, 0.44344], [-1.00505, 0.97828, -0.37057], [-3.06055, -0.20225, 0.26611], [2.61631, 0.15053, -0.06219], [3.08764, -0.32039, -1.16768], [1.38554, -0.44721, 1.41289], [1.45151, -1.39057, -0.15516], [-3.08972, -1.05677, 0.80089], [-0.58164, 0.66416, -1.35885], [-0.53659, 1.89318, 0.04919]], "lowdin_charge": [-0.308, -0.012, -0.045, 0.148, -0.063, -0.049, 0.058, 0.049, 0.068, 0.083, 0.071]}

***

{"formula": "C3H5FN2O2", "method": "ωB97M-V with the def2-TZVPD basis set", "homo_energy_ev": -9.70, "elements": ["C", "C", "C", "N", "N", "O", "O", "F", "H", "H", "H", "H", "H"], "coordinates": [[-1.35515, 0.01618, 0.88988], [-0.66873, -0.20113, 1.84810], [-1.83548, 0.51222, -0.40168], [1.69182, -0.49219, 0.78345], [1.74517, 0.12904, -0.27865], [1.98508, 1.28151, -0.46113], [1.44913, -0.61671, -1.46870], [1.50118, -1.80098, 0.66490], [1.58886, -0.01268, -2.19057], [-0.22921, -0.51704, 2.79902], [-2.81508, -0.04929, -0.66289], [-1.94076, 1.53031, -0.35300], [-1.11685, 0.22076, -1.16875]], "lowdin_charge": [-0.198, 0.054, -0.101, 0.075, -0.360, 0.066, 0.077, 0.017, 0.105, 0.052, 0.112, 0.042, 0.059]}

***

{"formula": "C3H5FN2S", "method": "ωB97M-V with the def2-TZVPD basis set", "homo_energy_ev": -8.65, "elements": ["C", "C", "C", "H", "H", "H", "H", "H", "N", "N", "F", "S"], "coordinates": [[1.35841, -0.71446, 0.24394], [-0.45239, 0.84015, -0.06863], [-1.77312, 1.10577, -0.35878], [-1.41574, -1.31469, -1.44605], [-1.18593, -1.80957, 0.24695], [1.54383, -1.81129, 0.05396], [0.16815, 1.70255, 0.24874], [-2.17615, 2.08804, -0.19971], [-0.65284, -1.58428, -0.63961], [0.15018, -0.47328, -0.27822], [-2.72341, 0.38797, -0.98906], [2.26861, 0.29172, 1.09520]], "lowdin_charge": [-0.746, -0.065, -0.127, 0.161, 0.114, 0.092, 0.086, 0.099, 0.042, -0.282, -0.012, 0.638]}

***

{"formula": "C3H5FO", "method": "ωB97M-V with the def2-TZVPD basis set", "homo_energy_ev": -10.01, "elements": ["C", "C", "C", "H", "H", "H", "H", "H", "O", "F"], "coordinates": [[0.00636, -1.04064, 0.78506], [-0.36864, -0.27105, -0.45717], [0.06520, 1.20466, -0.58143], [-0.06836, -0.39644, 1.68167], [1.03197, -1.32553, 0.68815], [-0.57804, -1.93290, 1.00294], [-0.63964, 1.85698, -0.02140], [0.03151, 1.36228, -1.64005], [-0.79444, -0.81108, -1.44738], [1.31408, 1.35372, -0.01038]], "lowdin_charge": [-0.013, -0.412, -0.129, 0.091, 0.080, 0.086, 0.135, 0.113, 0.086, -0.037]}

***

{"formula": "C3H5FO2", "method": "ωB97M-V with the def2-TZVPD basis set", "homo_energy_ev": -10.28, "elements": ["C", "C", "C", "O", "O", "F", "H", "H", "H", "H", "H"], "coordinates": [[-1.32263, -0.67896, -0.69401], [-0.85194, 0.19038, 0.31457], [1.65319, 0.36542, 0.21546], [-0.78079, -1.07989, 0.54159], [0.45288, 1.09448, 0.23188], [-1.72582, 0.92026, 1.09584], [-2.46684, -0.79290, -0.72240], [-0.68317, -0.77345, -1.63798], [2.34304, 1.08819, 0.65318], [1.89262, 0.21880, -0.77512], [1.48945, -0.55232, 0.77698]], "lowdin_charge": [-0.020, -0.527, -0.105, 0.105, -0.102, 0.091, 0.156, 0.154, 0.099, 0.055, 0.093]}

***

{"formula": "C3H5FO2", "method": "ωB97M-V with the def2-TZVPD basis set", "homo_energy_ev": -8.53, "elements": ["C", "C", "C", "O", "O", "F", "H", "H", "H", "H", "H"], "coordinates": [[1.17190, -0.18866, -1.12822], [-0.85503, -0.72921, 0.61848], [-0.24766, 0.49147, 0.13255], [1.06320, -0.35299, -2.27341], [0.28083, 1.29125, 1.07910], [-1.02619, 1.18808, -0.75148], [2.06390, -0.55524, -0.47997], [-0.02528, -1.50988, 0.39092], [-1.73116, -1.09152, 0.09528], [-1.05623, -0.63861, 1.70473], [0.36172, 2.09530, 0.61201]], "lowdin_charge": [-0.154, -0.013, -0.553, 0.073, 0.091, 0.039, 0.118, 0.111, 0.092, 0.103, 0.095]}

***

{"formula": "C3H5FOS", "method": "ωB97M-V with the def2-TZVPD basis set", "homo_energy_ev": -10.06, "elements": ["C", "C", "C", "H", "H", "H", "H", "H", "O", "F", "S"], "coordinates": [[-0.88069, -0.91520, -0.26135], [-0.19307, -0.09334, 0.73283], [1.18856, 0.31229, 0.24444], [-1.15319, 1.03875, -1.68075], [-0.27548, -0.56304, 1.74986], [-0.79517, 0.79826, 0.93307], [1.64181, -0.32482, -0.54042], [1.88668, 0.42615, 1.05929], [-0.96257, -2.10261, -0.16058], [1.13793, 1.60940, -0.28559], [-1.59481, -0.18584, -1.79080]], "lowdin_charge": [-0.778, -0.167, -0.174, -0.169, 0.147, 0.123, 0.138, 0.114, 0.027, -0.079, 0.820]}

***

{"formula": "C3H5FS", "method": "ωB97M-V with the def2-TZVPD basis set", "homo_energy_ev": -8.91, "elements": ["C", "C", "C", "H", "H", "H", "H", "H", "F", "S"], "coordinates": [[-0.64424, -0.04393, 0.17149], [0.31619, -1.14639, -0.06388], [0.34933, 1.13591, -0.03798], [-1.06746, -0.03106, 1.23561], [0.45659, -1.75227, 0.79301], [-0.01582, -1.65862, -0.93786], [0.60365, 1.68744, 0.80531], [-0.01418, 1.78617, -0.81181], [-1.69118, 0.03024, -0.69975], [1.70712, -0.00748, -0.45414]], "lowdin_charge": [-0.472, -0.394, -0.388, 0.162, 0.068, 0.076, 0.042, 0.077, 0.000, 0.830]}

***

{"formula": "C3H5FS", "method": "ωB97M-V with the def2-TZVPD basis set", "homo_energy_ev": -9.35, "elements": ["C", "C", "C", "F", "S", "H", "H", "H", "H", "H"], "coordinates": [[0.05600, -2.10972, 1.56735], [-0.57865, -2.19637, 2.57138], [0.29472, 1.87684, -1.34512], [1.58371, 1.73888, -1.71320], [-0.84512, 0.45065, -1.22766], [0.82406, -1.85759, 0.86093], [0.09225, -0.29831, -1.72503], [-1.35800, -2.33140, 3.29216], [-0.30920, 2.55941, -1.93982], [0.24023, 2.16762, -0.34098]], "lowdin_charge": [-0.030, -0.014, -0.589, -0.043, 0.714, 0.017, -0.172, 0.019, 0.064, 0.034]}

***

{"formula": "C3H5FS2", "method": "ωB97M-V with the def2-TZVPD basis set", "homo_energy_ev": -8.81, "elements": ["C", "C", "C", "H", "H", "H", "H", "H", "F", "S", "S"], "coordinates": [[1.03042, -0.01423, 0.42174], [-0.55037, -0.06550, 0.83177], [0.05940, 1.00496, -0.01636], [1.16618, -1.19122, -1.52540], [1.80148, 0.51428, 1.27907], [-0.95948, -0.05028, 1.89338], [-2.57741, -0.70792, -1.01574], [0.16534, 2.15588, 0.16424], [-0.26845, 0.84596, -1.35899], [1.72941, -1.21951, -0.41885], [-1.59652, -1.27242, -0.25486]], "lowdin_charge": [-0.724, -0.443, -0.398, -0.178, 0.185, 0.105, -0.144, 0.181, -0.089, 0.826, 0.679]}